Entry from the OMol25 dataset: a structure of composition C31H35I2N4NaO3S3 at a distorted geometry (ωB97M-V/def2-TZVPD).

Results
Net charge: 0
Frontier orbital gap, Ha: 0.259
Largest force on an atom, eV Å⁻¹: 1.94

Atoms and positions in Å:
Na  -0.376405  -0.373537  0.766327
C  4.145955  -0.762969  1.929985
C  3.704950  0.508696  1.266463
N  4.598668  1.455312  1.127397
C  4.241114  2.609499  0.530981
C  2.957619  2.885207  0.143935
C  2.694639  4.186481  -0.575388
O  1.952501  5.149158  0.177874
C  1.944214  1.902532  0.329176
C  0.600913  2.344305  0.024108
N  -0.429259  1.685796  -0.391676
C  -1.502652  2.438232  -0.898584
C  -1.364073  3.771017  -1.334455
C  -2.426021  4.505421  -1.825333
C  -3.680991  3.926385  -1.941682
C  -3.832236  2.591452  -1.611358
C  -2.761439  1.860737  -1.114307
I  -3.122300  -0.183713  -0.814379
C  2.328894  0.617339  0.822057
O  1.540096  -0.374699  0.921990
H  5.231660  -0.821170  1.923152
H  3.717609  -1.628213  1.425225
H  3.802831  -0.780376  2.968718
H  5.041986  3.327831  0.384923
H  2.107216  4.009354  -1.478120
H  3.655185  4.612259  -0.881507
H  2.437668  5.330855  0.989431
H  0.504780  3.423377  0.152866
H  -0.390669  4.241471  -1.304268
H  -2.264012  5.531855  -2.128027
H  -4.522779  4.487521  -2.325482
H  -4.784900  2.101822  -1.759800
O  -1.358357  -2.157399  1.254435
C  -2.225006  -2.409260  2.351405
C  -3.075625  -1.184244  2.557325
C  -4.460699  -1.260734  2.611467
C  -5.190278  -0.088627  2.727837
C  -4.514113  1.118750  2.771254
C  -3.128780  1.095783  2.722466
N  -2.420113  -0.025220  2.632841
H  -0.987975  -2.998333  0.953630
H  -1.642169  -2.583700  3.261020
H  -2.859685  -3.279247  2.166512
H  -4.954735  -2.220583  2.537357
H  -6.271682  -0.116583  2.762477
H  -5.044808  2.058608  2.833822
H  -2.553891  2.015784  2.755449
C  -0.478429  -3.605767  -4.612293
C  -0.795037  -3.988390  -3.173120
S  -0.455963  -2.783922  -1.857966
C  1.322527  -2.418657  -1.967129
C  1.777973  -1.456466  -3.077307
S  0.670607  -0.024856  -3.277837
C  0.513508  0.119924  -5.083455
C  0.151244  -1.142960  -5.856074
S  -1.278867  -2.070713  -5.203404
H  -0.840166  -4.411413  -5.252900
H  0.593794  -3.507172  -4.767478
H  -0.279752  -4.921548  -2.934946
H  -1.868826  -4.150795  -3.066005
H  1.861538  -3.364549  -2.045666
H  1.542113  -1.968418  -0.995562
H  1.845517  -1.962183  -4.037720
H  2.768601  -1.078944  -2.820527
H  1.437882  0.537089  -5.487950
H  -0.279047  0.862241  -5.187605
H  0.990677  -1.833884  -5.907429
H  -0.097677  -0.860847  -6.879680
I  1.642140  -3.888220  2.006132
C  1.472899  -2.469745  3.550950
C  2.287555  -2.589917  4.667639
C  2.087887  -1.679776  5.692649
C  1.118034  -0.697717  5.553044
C  0.385075  -0.659993  4.377566
N  0.555157  -1.544678  3.394951
H  3.044217  -3.358283  4.726193
H  2.687653  -1.736986  6.591940
H  0.924628  0.018913  6.339167
H  -0.370313  0.094400  4.192283

Force components x, y, z for each atom (eV/Å):
Na -1.7485 0.3760 -0.0413
C -0.1170 0.0291 -0.0554
C 0.2903 0.0043 0.0198
N -0.0625 -0.2052 0.0114
C -0.0185 0.1042 0.0168
C -0.0027 0.0662 0.0358
C 0.0858 -0.0192 0.0911
O -0.0491 0.0486 0.0301
C 0.3613 -0.2269 0.2669
C -0.2799 0.2260 -0.2035
N 0.4342 -0.2239 0.0553
C -0.3590 0.3121 -0.2072
C 0.0907 -0.0823 0.1069
C -0.0364 -0.0089 0.0462
C 0.0111 -0.0113 -0.0507
C -0.0043 0.0824 -0.0088
C -0.0745 -0.2288 0.0264
I 0.0686 0.3113 -0.1930
C -0.1379 0.3450 -0.2416
O 1.9354 0.1057 0.0459
H 0.0179 0.0375 0.0071
H -0.0006 -0.0244 0.0369
H -0.0308 -0.0646 -0.0177
H -0.0674 0.0233 -0.0925
H 0.0273 0.0349 -0.0054
H -0.0370 -0.0017 -0.0246
H 0.0038 -0.0636 -0.0015
H 0.0264 0.0025 -0.1653
H -0.0198 0.0155 0.0218
H 0.0003 -0.0051 -0.0127
H 0.0152 0.0076 -0.0076
H -0.0032 -0.0013 0.0334
O -0.6802 -1.1506 0.0993
C -0.0090 0.1153 0.2088
C -0.1144 -0.0058 -0.0597
C 0.0585 0.0192 0.0385
C 0.0104 0.0177 0.0063
C -0.0422 -0.0002 0.0044
C 0.0372 -0.0259 0.0581
N 0.1277 0.0183 -0.0913
H 0.0881 0.1190 -0.0385
H 0.0373 -0.0891 -0.0471
H -0.0018 0.0291 -0.0483
H 0.0011 -0.0031 0.0044
H 0.0000 0.0015 -0.0084
H 0.0174 0.0066 0.0064
H -0.0533 0.0178 -0.0125
C -0.2200 0.2126 -0.0856
C 0.1671 0.1987 0.2221
S 0.1525 -0.0192 -0.0985
C -0.2978 0.0244 -0.1934
C -0.1743 0.1646 0.0136
S 0.0024 0.0448 0.0048
C 0.1163 -0.1027 0.3758
C -0.2828 -0.0538 0.1135
S 0.2103 -0.0711 0.0107
H 0.1294 -0.0640 -0.0011
H -0.0011 -0.0622 0.0155
H -0.0729 -0.0643 -0.0523
H 0.0052 -0.1158 0.0022
H 0.1396 0.0512 0.0794
H 0.0556 -0.0783 0.0350
H 0.0603 -0.0404 0.0503
H 0.0487 -0.1305 -0.0315
H -0.0747 0.0426 -0.1285
H 0.0517 0.0407 -0.0771
H 0.0186 0.0293 -0.0799
H 0.0761 -0.0129 -0.0255
I 0.0246 -0.0368 -0.0050
C -0.1421 0.0311 0.0024
C 0.0155 0.0412 0.0181
C 0.0459 0.0025 0.0176
C -0.0458 0.0110 -0.0538
C 0.1501 -0.0048 0.0530
N 0.0478 -0.0505 0.1095
H -0.0239 -0.0267 0.0166
H 0.0067 -0.0047 -0.0054
H 0.0480 0.0277 -0.0152
H -0.0329 -0.0186 0.0694